Record 1
Molecular formula: C33H64NO13
Method: DFT, ωB97M-V/def2-TZVPD

Values from the calculation:
- E_tot: -2328.62831 Ha
- Gap between HOMO and LUMO: 6.88 eV

ORCA input file:
```
! RIJCOSX wB97M-V def2-TZVPD def2/J DEFGRID3
* xyz -1 1
O 0.6901 -4.3630 2.6157
C -0.0903 -3.5777 2.1751
O -0.6294 -3.7132 0.9187
C -0.7111 -2.4049 2.8681
C -0.7970 -1.1423 2.0125
C 0.4742 -0.8313 1.2242
N 1.4069 -0.0832 2.1093
C 2.7927 -0.3681 1.8664
O 3.3037 -1.3907 2.7129
C 3.3948 -2.6817 2.2229
O 4.6508 -3.1799 2.6535
C 4.7554 -4.5835 2.6351
C 4.9352 -5.2025 1.2621
O 3.7186 -5.5179 0.5791
C 0.1905 -0.0397 -0.0892
O 0.5474 -0.5888 -1.1365
O -0.4251 1.0598 0.0664
H 0.0667 -3.7540 0.2451
H -1.7203 -2.7490 3.1339
H -0.1720 -2.2355 3.8097
H -1.6831 -1.1796 1.3656
H -0.9312 -0.2770 2.6746
H 0.9859 -1.7471 0.8958
H 1.2544 0.8965 1.8685
H 3.3756 0.5330 2.0819
H 2.9734 -0.6591 0.8164
H 3.3337 -2.6735 1.1196
H 2.6028 -3.3271 2.6408
H 3.8681 -5.0385 3.1143
H 5.6211 -4.8257 3.2644
H 5.5006 -6.1395 1.3697
H 5.5205 -4.5069 0.6426
H 2.9755 -5.1850 1.1006
C 3.9970 5.0966 1.5065
C 2.6394 5.0674 0.7984
C 2.2517 3.6021 0.9441
O 2.8285 3.1708 2.1814
C 3.7566 4.1295 2.6629
H 4.2967 6.0884 1.8466
H 4.7769 4.7104 0.8461
H 1.9216 5.7027 1.3201
H 2.6721 5.3834 -0.2419
H 2.6528 2.9932 0.1274
H 1.1812 3.4324 0.9910
H 3.3301 4.6511 3.5292
H 4.6609 3.6104 2.9882
C -2.8476 4.6611 -2.8280
C -2.5800 3.4659 -1.9134
C -1.0834 3.5833 -1.6737
O -0.7946 4.9996 -1.7169
C -1.9088 5.7070 -2.2404
H -3.8852 4.9934 -2.8379
H -2.5473 4.4192 -3.8508
H -3.1253 3.5737 -0.9731
H -2.8490 2.5062 -2.3508
H -0.5157 3.0767 -2.4596
H -0.7726 3.1638 -0.7253
H -2.4064 6.2615 -1.4317
H -1.5521 6.4316 -2.9783
C -5.3157 -3.3965 5.9513
C -5.7201 -4.4568 4.9253
C -4.7803 -4.1324 3.7688
O -3.5908 -3.6204 4.3638
C -3.8064 -3.3336 5.7422
H -5.5849 -3.6512 6.9757
H -5.7741 -2.4370 5.7040
H -5.5155 -5.4566 5.3138
H -6.7692 -4.4098 4.6360
H -5.2110 -3.3721 3.1087
H -4.5186 -5.0025 3.1658
H -3.2896 -4.0814 6.3536
H -3.3795 -2.3546 5.9626
C 7.1520 -9.3225 -0.7065
C 8.5539 -9.6909 -0.2195
C 8.6958 -8.7855 0.9992
O 7.3852 -8.6386 1.5387
C 6.4138 -9.1270 0.6123
H 6.6904 -10.0833 -1.3343
H 7.1799 -8.3866 -1.2674
H 8.5885 -10.7408 0.0791
H 9.3344 -9.5197 -0.9598
H 9.0846 -7.8013 0.7155
H 9.3445 -9.2012 1.7718
H 6.0064 -10.0735 0.9840
H 5.6009 -8.4038 0.5423
C -4.8203 8.8089 -1.3872
C -5.4193 9.1179 -2.7606
C -5.3601 7.7482 -3.4279
O -5.5290 6.7956 -2.3826
C -5.3929 7.4238 -1.1095
H -5.0866 9.5327 -0.6182
H -3.7316 8.7617 -1.4524
H -6.4548 9.4497 -2.6593
H -4.8692 9.8762 -3.3163
H -4.3889 7.5876 -3.9105
H -6.1436 7.5915 -4.1706
H -6.3759 7.4870 -0.6298
H -4.7437 6.8066 -0.4872
C -2.8586 1.9581 -5.9611
C -3.8495 3.0768 -6.2819
C -3.7885 3.1144 -7.8034
O -3.5208 1.7775 -8.2234
C -3.1311 0.9825 -7.0992
H -3.0039 1.5096 -4.9801
H -1.8340 2.3312 -6.0128
H -4.8525 2.8028 -5.9480
H -3.5908 4.0315 -5.8278
H -2.9807 3.7700 -8.1488
H -4.7203 3.4447 -8.2658
H -3.9459 0.2968 -6.8438
H -2.2587 0.3917 -7.3789
*
```

=====

Record 2
Molecular formula: C66H78CsN8O5P2SSi
Method: DFT, ωB97M-V/def2-TZVPD

Values from the calculation:
- E_tot: -4766.89505 Ha
- Gap between HOMO and LUMO: 6.72 eV
- Energy relative to the best compared isomer or geometry (same formula, charge and spin): 13.33 kcal/mol

ORCA input file:
```
! RIJCOSX wB97M-V def2-TZVPD def2/J DEFGRID3
* xyz -1 1
Cs -0.4415 0.6127 -0.7432
C -2.2536 -0.0007 -5.2701
C -1.2808 0.3930 -4.1714
O -1.3577 -0.1875 -3.0948
C -0.3002 1.4514 -4.4560
C -0.4760 2.2954 -5.5687
C 0.4181 3.2852 -5.8956
C 1.5671 3.4439 -5.1004
C 1.7909 2.6321 -4.0224
C 0.8734 1.6032 -3.6471
O 1.1282 0.8619 -2.6380
H -2.7944 -0.8849 -4.9398
H -1.7259 -0.2136 -6.2000
H -2.9675 0.8044 -5.4592
H -1.3619 2.1766 -6.1814
H 0.2400 3.9306 -6.7448
H 2.2842 4.2204 -5.3427
H 2.6741 2.7425 -3.4047
N 2.1908 -3.0962 -1.9904
P 1.7221 -1.3885 -2.2596
C 3.4606 -0.7691 -2.2291
C 4.4685 -1.2409 -3.0670
C 5.7852 -0.8396 -2.8945
C 6.1157 0.0325 -1.8661
C 5.1220 0.5041 -1.0203
C 3.8027 0.1154 -1.2091
C 1.4261 -1.6533 -4.0636
C 0.4990 -2.6355 -4.4198
C 0.1472 -2.8419 -5.7438
C 0.7156 -2.0619 -6.7451
C 1.6295 -1.0769 -6.4052
C 1.9779 -0.8739 -5.0747
C 1.6829 -3.9035 -1.0159
C 2.1207 -5.2420 -0.9048
C 1.5646 -6.0492 0.0577
C 0.5844 -5.5350 0.9036
C 0.2288 -4.2116 0.7235
N 0.7514 -3.4054 -0.1988
H 2.8727 -3.5443 -2.5865
H 4.2278 -1.9327 -3.8676
H 6.5536 -1.2102 -3.5624
H 7.1437 0.3432 -1.7255
H 5.3682 1.1855 -0.2178
H 3.0281 0.5049 -0.5577
H 0.0431 -3.2363 -3.6416
H -0.5780 -3.6060 -5.9951
H 0.4410 -2.2188 -7.7808
H 2.0683 -0.4521 -7.1729
H 2.6765 -0.0845 -4.8251
H 2.8833 -5.6128 -1.5792
H 1.8921 -7.0778 0.1548
H 0.1284 -6.1284 1.6829
H -0.4965 -3.7536 1.3837
C 4.8559 -2.5747 1.6972
C 4.4199 -3.2385 3.0002
C 2.9162 -3.1587 3.2321
N 2.5361 -1.7980 3.5608
C 1.4610 -1.4291 4.2571
S 0.2722 -2.4834 4.7769
N 1.3683 -0.0744 4.5316
C 2.3878 0.7433 4.9183
O 2.2880 1.9576 4.8973
C 3.6496 0.1133 5.4458
C 4.8707 0.6438 5.0530
C 6.0519 0.0950 5.5305
C 6.0128 -0.9672 6.4237
C 4.7899 -1.4832 6.8345
C 3.6093 -0.9505 6.3403
H 5.9424 -2.5507 1.6073
H 4.5055 -1.5429 1.6210
H 4.4546 -3.1111 0.8362
H 4.9366 -2.7853 3.8522
H 4.6992 -4.2945 2.9814
H 2.6024 -3.7997 4.0568
H 2.3763 -3.4886 2.3394
H 3.0725 -1.0552 3.1378
H 0.4533 0.4332 4.2024
H 4.8824 1.4840 4.3703
H 7.0033 0.4998 5.2108
H 6.9339 -1.3908 6.8031
H 4.7562 -2.3089 7.5334
H 2.6532 -1.3673 6.6343
N -0.5898 1.3910 3.5712
H -0.5552 2.2482 4.1134
H -1.5596 1.1404 3.4246
H -0.1548 1.6090 2.6509
O -2.6128 0.8704 0.4992
P -3.9891 0.3589 0.6798
N -4.9074 1.5507 1.4184
C -4.2107 2.6546 2.1109
C -4.7040 2.5503 3.5465
C -6.1726 2.1818 3.3490
C -6.1489 1.2332 2.1382
N -4.0294 -1.0325 1.5902
C -2.7263 -1.5609 2.1027
C -2.8974 -3.0746 2.0589
C -4.3946 -3.2539 2.2717
C -4.9720 -2.1438 1.4030
N -4.7074 0.0170 -0.7824
C -4.3586 0.9979 -1.8462
C -5.5939 1.0528 -2.7424
C -6.7351 0.7491 -1.7776
C -6.1295 -0.3467 -0.9076
H -4.5130 3.6143 1.6771
H -3.1341 2.5625 1.9949
H -4.5621 3.4717 4.1104
H -4.1759 1.7443 4.0626
H -6.7496 3.0786 3.1126
H -6.6247 1.7118 4.2223
H -7.0296 1.3742 1.5050
H -6.1376 0.1937 2.4772
H -2.5577 -1.2230 3.1281
H -1.8899 -1.2215 1.4938
H -2.2804 -3.5685 2.8082
H -2.6191 -3.4542 1.0728
H -4.6488 -3.0768 3.3197
H -4.7684 -4.2365 1.9839
H -5.9855 -1.8714 1.7045
H -5.0044 -2.4665 0.3563
H -3.4674 0.6682 -2.3753
H -4.1561 1.9816 -1.4109
H -5.5396 0.2806 -3.5135
H -5.6913 2.0196 -3.2353
H -7.6525 0.4276 -2.2720
H -6.9550 1.6302 -1.1692
H -6.2230 -1.3173 -1.4055
H -6.6199 -0.4243 0.0612
O 0.6847 2.0990 1.1784
Si 1.0084 3.6470 1.2265
C 0.2148 4.6574 -0.1838
C 0.3548 6.0470 -0.2514
C -0.1908 6.7800 -1.2941
C -0.8901 6.1346 -2.3093
C -1.0417 4.7580 -2.2669
C -0.4972 4.0385 -1.2081
C 2.8350 4.1008 0.9749
C 3.6560 4.8357 1.8313
C 4.9606 5.1687 1.4814
C 5.4708 4.7828 0.2514
C 4.6713 4.0567 -0.6226
C 3.3774 3.7171 -0.2582
C 0.2659 4.4826 2.7715
C -1.0804 4.8651 2.6876
C -1.7707 5.3626 3.7828
C -1.1257 5.4944 5.0067
C 0.2034 5.1169 5.1199
C 0.8849 4.6170 4.0154
H 0.9053 6.5647 0.5284
H -0.0674 7.8565 -1.3238
H -1.3031 6.7040 -3.1334
H -1.5642 4.2420 -3.0648
H -0.6194 2.9668 -1.1767
H 3.2731 5.1805 2.7834
H 5.5740 5.7431 2.1659
H 6.4836 5.0483 -0.0275
H 5.0583 3.7528 -1.5880
H 2.7632 3.1541 -0.9552
H -1.5969 4.7735 1.7381
H -2.8121 5.6486 3.6835
H -1.6583 5.8830 5.8667
H 0.7088 5.1907 6.0750
H 1.8981 4.2646 4.1576
*
```

=====

Question: Which of these has the highest gap between HOMO and LUMO?
Answer: C33H64NO13

=====

Question: The highest gap between HOMO and LUMO belongs to which entry?
Answer: C33H64NO13

=====

Question: The lowest gap between HOMO and LUMO belongs to which entry?
Answer: C66H78CsN8O5P2SSi

=====

Question: Among the records above, which one has the lowest E_tot?
Answer: C66H78CsN8O5P2SSi